[1]
The ion BrClINO4P with charge -1. Source: the OMol25 dataset; level of theory: wB97M-V/def2-TZVPD.

Computed properties:
F_max, Eh/bohr: 0.0610
Electronic energy, eV: -109632.9642
HOMO-LUMO gap, eV: 7.409
M, g/mol: 351.2

Structure (ORCA input):
```
! wB97M-V def2-TZVPD RIJCOSX def2/J DEFGRID3
* xyz -1 1
P -0.83030 -0.21779 -0.14048
I 1.61426 1.04590 0.42342
O -2.19483 0.63198 0.53738
O 0.08177 0.94716 -0.88519
N 2.24677 -0.68578 0.70604
O -0.02463 -0.48657 1.13909
O -1.20669 -1.27161 -1.07574
Cl -3.48601 1.14877 -0.51855
Br 3.79963 -1.11205 -0.18596
*
```

Quick look at the Löwdin charges, all values in e: 0.107, 1.456, -0.736, -0.698, -1.113, -0.554, -0.311, 0.508, 0.340


[2]
A structure of composition C9H26F3N4O2PSm. Source: the OMol25 dataset; level of theory: wB97M-V/def2-TZVPD.

Computed properties:
F_max, Eh/bohr: 0.0708
Electronic energy, eV: -55131.5986
HOMO-LUMO gap (alpha / beta), eV: 9.978 / 10.787
M, g/mol: 460.7

Structure (ORCA input):
```
! wB97M-V def2-TZVPD RIJCOSX def2/J DEFGRID3
* xyz 3 6
H 2.52304 -0.92122 1.73189
C -0.24273 3.71131 0.04048
H 3.70732 0.37121 1.91865
F -3.68856 0.59925 1.52511
H -2.53684 -0.74404 -2.06316
H 1.43923 1.59398 -1.97934
H -1.18942 -2.67103 -3.65329
H -1.93116 -1.27261 -4.21512
H -2.80389 -2.65351 -4.11972
C -1.51402 -3.76725 -0.03331
F -2.13267 0.99293 -0.20462
C 0.79752 2.44383 -1.73469
H 2.79196 2.36823 -0.27249
H 2.25329 3.94954 0.27053
N 0.69309 2.59530 -0.26329
H -0.19789 2.29035 -2.15667
H -0.19174 -4.84526 -1.19596
H 1.22153 3.33800 -2.19642
H -2.53052 -4.06299 -0.28657
F -1.69735 1.19068 2.09054
H 0.63487 1.38318 3.75959
C -2.51003 0.20471 1.36005
C 2.03515 2.88075 0.32116
C 2.75177 0.10948 1.45968
H -0.37992 3.82252 1.11797
H -1.07514 -5.84242 -0.15870
C -2.38568 -1.81091 -2.21113
C 1.43079 0.74092 3.38109
N -0.60083 -4.94101 -0.24370
H -3.30401 -2.31802 -1.92244
C 2.09686 2.43239 1.78057
O -0.10356 -3.17132 -2.20319
H 1.43831 3.05269 2.39136
H 2.86162 0.17119 0.37414
H 0.18093 -4.95442 0.41321
Sm -0.25387 0.63305 0.62564
P -0.92693 -2.43018 -1.20424
H -1.50409 -3.44531 1.00455
H 0.14223 4.65466 -0.35186
O -0.27681 -1.30031 -0.41887
N -2.07616 -2.11087 -3.65137
H 2.33017 0.93517 3.96980
H 3.11486 2.56341 2.15575
N 1.67263 1.01060 1.93979
H 1.14965 -0.30331 3.52929
H -1.21303 3.52668 -0.42069
*
```

Quick look at the Löwdin charges, all values in e: 0.099, -0.050, 0.122, 0.209, 0.096, 0.098, 0.136, 0.180, 0.183, -0.140, -0.352, -0.057, 0.128, 0.150, -0.428, 0.095, 0.141, 0.123, 0.115, -0.167, 0.099, -0.172, -0.149, -0.053, 0.101, 0.185, -0.134, -0.053, 0.168, 0.117, -0.155, -0.306, 0.131, 0.092, 0.181, 1.797, 0.520, 0.113, 0.121, -0.486, 0.167, 0.121, 0.151, -0.438, 0.100, 0.097


[3]
A cluster of 14 separate species, C4H35NO15 in total. Source: the OMol25 dataset; level of theory: wB97M-V/def2-TZVPD.

Computed properties:
F_max, Eh/bohr: 0.0539
Electronic energy, eV: -36917.8524
HOMO-LUMO gap, eV: 10.146
M, g/mol: 337.3

Structure (ORCA input):
```
! wB97M-V def2-TZVPD RIJCOSX def2/J DEFGRID3
* xyz 0 1
O 0.87043 -2.41429 2.70043
H -1.02111 -1.51011 0.10202
H 1.04962 -1.97640 3.52103
H 1.15391 -3.31627 2.57416
H -2.57493 0.17234 -3.29018
H 3.44102 -1.47032 1.97930
O 3.15026 -1.42302 -3.63894
C -2.82369 1.92005 -0.71186
H -0.40846 -1.51181 -1.44054
H -1.02888 -3.81151 -1.42009
H -1.60399 0.84995 3.38001
C -0.33268 -0.87897 -0.49728
H -1.26668 -3.90659 0.17499
H -2.36853 2.60908 0.01827
O -0.24243 1.51976 -0.77895
O -0.43329 3.58108 -2.23797
N -2.27368 0.55532 -0.68938
O -3.87379 -1.61539 -1.47777
H -2.90111 -0.25467 -0.73521
H -3.40675 -1.26785 -2.24365
H -1.84131 -2.50584 1.60253
O -2.36413 -0.76137 -3.49425
O -2.28515 -1.65455 1.45069
H 2.21593 2.99801 1.92957
O -1.57265 -4.20189 -0.69016
O 1.62400 -2.17216 -0.02284
H 1.19745 -0.18810 0.80780
H 1.25743 1.65866 -2.02154
H -2.80851 2.37419 -1.69164
H 0.52005 3.53004 -2.21165
H -0.46158 0.05053 4.01392
H -0.65821 2.73056 -1.73472
H 1.78186 -0.41012 3.74917
H 1.27967 3.15328 3.25520
H -2.05475 -0.52072 -4.37513
O -1.44029 0.09748 3.96101
O 3.67987 -0.56464 2.19054
H 4.00127 -0.37364 1.27342
O 1.20852 0.24255 3.36540
H 3.64071 -0.92890 -2.96883
H 1.81156 -0.32102 -0.87120
H 1.29247 3.66114 -0.53404
C 1.14007 -0.78402 -0.11999
H -3.66571 -2.52261 -1.24269
H 1.78343 0.96389 2.98221
C -0.92391 0.48816 -0.59167
H 2.27046 -1.00178 -3.49910
H -3.87458 1.94677 -0.36226
O 2.08679 3.21241 -0.24356
O 2.18252 1.77627 -2.28302
H 2.24723 2.70422 -2.55795
O 1.99761 2.72793 2.80611
H 1.81545 2.28806 -0.22907
H 1.66976 -2.41078 0.91427
H -1.85857 -1.13241 2.15508
*
```

Quick look at the Löwdin charges, all values in e: -0.018, 0.076, 0.031, 0.064, 0.067, 0.019, -0.076, -0.055, 0.142, 0.065, 0.037, -0.092, 0.014, 0.099, -0.045, -0.090, 0.053, -0.052, 0.088, -0.022, 0.038, -0.044, -0.063, 0.010, -0.056, -0.092, 0.106, -0.006, 0.074, -0.024, -0.001, -0.004, 0.019, 0.057, 0.074, -0.074, -0.050, 0.076, -0.090, 0.026, 0.107, 0.027, -0.201, 0.047, 0.035, -0.413, 0.036, 0.098, -0.049, -0.073, 0.051, -0.016, 0.017, 0.022, 0.030


[4]
An isolated molecule of CH5IN2. Source: the OMol25 dataset; level of theory: wB97M-V/def2-TZVPD.

Computed properties:
F_max, Eh/bohr: 0.1451
Electronic energy, eV: -12192.5332
HOMO-LUMO gap (alpha / beta), eV: 5.620 / 5.629
M, g/mol: 172.0

Structure (ORCA input):
```
! wB97M-V def2-TZVPD RIJCOSX def2/J DEFGRID3
* xyz 0 3
N 0.59364 0.40351 0.20957
N -0.56577 1.07374 0.67456
H 1.42262 0.48166 0.78328
I -0.01589 -2.53032 0.89805
C 0.32061 -0.94133 -0.47592
H -0.64853 -0.80371 -1.15468
H -1.27916 0.36832 1.12067
H -1.06790 1.59104 -0.16012
H 1.09001 -1.12424 -1.09956
*
```

Quick look at the Löwdin charges, all values in e: -0.176, -0.081, 0.094, 0.678, -0.760, 0.074, 0.089, 0.119, -0.037


[5]
A structure of composition C22H47IN4O10S. Source: the OMol25 dataset; level of theory: wB97M-V/def2-TZVPD.

Computed properties:
F_max, Eh/bohr: 0.0191
Electronic energy, eV: -68946.0596
HOMO-LUMO gap, eV: 8.864
M, g/mol: 686.6

Structure (ORCA input):
```
! wB97M-V def2-TZVPD RIJCOSX def2/J DEFGRID3
* xyz 0 1
H 4.06861 3.41652 1.60540
H -1.84990 -6.52419 -2.95918
C 8.08427 -2.55825 -1.16216
H -2.53056 2.19167 -1.47395
H -3.06219 2.25731 1.45135
H 8.06302 -1.46646 -1.32788
H -2.94223 0.89855 -0.39043
C -6.76636 5.02568 -0.23696
C 6.75442 -4.54661 -0.99910
H -7.62863 2.98318 0.84740
H 1.98680 -0.06150 -2.10417
H -0.38723 -1.86741 -1.95371
H -3.68037 2.39415 4.88419
O -6.95545 3.31002 1.45649
C -2.68851 2.77485 0.56890
H -6.31932 6.01315 -0.25769
H -0.08862 -7.02930 -1.15686
C 6.58331 3.09762 1.22439
H 5.70711 -4.83215 -1.05961
S -0.14359 1.55827 1.18445
C 5.78847 1.45404 -0.40604
H 1.33624 -2.32062 -3.18570
C 5.66298 -2.32864 -1.43380
H 5.91655 -1.28006 -1.55941
H -0.32563 -0.33544 -2.77911
O -3.69674 3.65626 0.09844
H -2.94658 0.81908 4.53535
C -1.20764 -5.76211 -3.39295
I 0.29085 2.44908 -1.85150
N 0.16184 -5.99733 -2.96776
C -3.82247 1.31239 4.95268
H -6.20352 2.12080 5.41681
H 6.49400 4.17183 1.05018
H -3.90911 1.04143 6.00716
H -1.54525 -4.77764 -3.06850
C -6.01913 4.07643 0.69442
C -0.02735 -0.84276 -1.86469
H 6.53383 2.91511 2.29972
H -5.26380 3.16119 -1.10573
C -6.30319 1.43251 4.58076
N 5.53532 2.37867 0.53420
C -2.30048 1.76660 -0.50564
C -4.93423 0.03868 3.18709
H -6.97467 0.61986 4.85926
H -6.74569 1.95899 3.73427
C 1.11823 -5.15819 -3.39833
O 1.25517 1.36308 1.13436
O 0.91435 -4.20383 -4.12822
C 0.45523 -7.11832 -2.09908
H 7.55395 2.76632 0.86061
O -5.89909 -0.31624 2.52533
H -6.81524 4.65034 -1.25470
H -5.14445 2.14392 0.33780
C 4.13783 2.64323 0.84411
H 7.15207 -4.82907 -0.02373
H 2.12376 -5.41167 -3.02513
H 3.61354 2.96698 -0.05496
H -1.28461 4.30425 0.05358
H -7.78204 5.13920 0.12758
H 7.32222 -5.08546 -1.75830
H 1.76806 -1.11306 -0.72172
O 4.92028 0.85735 -1.02045
H 6.86721 1.29301 -0.58328
H -1.93430 4.40545 1.67110
H 5.14688 -2.67126 -2.33219
O -0.89234 0.77653 2.10798
H -0.17022 -0.66924 0.21915
C -1.56701 3.71680 0.91992
H -1.71510 -0.69091 -0.55781
H -5.43335 4.66373 1.39244
C 1.48920 -0.96701 -1.76349
N 6.86257 -3.11379 -1.20032
H 3.65306 1.73886 1.20260
C -5.03256 3.15665 -0.04219
H 4.97877 -2.41485 -0.58803
H -3.91640 -0.31244 2.98402
C -0.71867 -0.27326 -0.62922
H 0.17561 -8.05998 -2.57525
O 1.97830 -2.07149 -2.50902
H -1.28241 -5.79992 -4.47953
C -0.83444 1.26041 -0.46325
O -0.40251 3.07888 1.49060
H 1.52112 -7.14081 -1.88358
O 9.11941 -3.17118 -0.96758
N -5.00125 0.90351 4.21783
*
```

Quick look at the Löwdin charges, all values in e: 0.090, 0.086, -0.362, 0.100, 0.150, 0.129, 0.118, -0.034, -0.047, 0.096, 0.074, 0.115, 0.088, -0.046, -0.339, 0.081, 0.090, -0.060, 0.081, 0.520, -0.347, 0.045, -0.050, 0.056, 0.092, -0.108, 0.079, -0.038, 1.101, -0.194, -0.056, 0.086, 0.088, 0.088, 0.088, -0.382, -0.214, 0.089, 0.122, -0.038, -0.194, -0.178, -0.356, 0.093, 0.075, -0.336, -0.272, 0.004, -0.057, 0.082, -0.002, 0.075, 0.129, -0.038, 0.090, 0.139, 0.085, 0.109, 0.080, 0.091, 0.118, 0.002, 0.132, 0.139, 0.091, -0.243, 0.102, -0.139, 0.115, 0.142, -0.274, -0.196, 0.075, -0.125, 0.093, 0.128, -0.219, 0.090, -0.079, 0.093, -0.775, -0.212, 0.083, 0.000, -0.193